Here is C5H10N2O in the gas phase from OMol25. Energies are from ωB97M-V/def2-TZVPD.

Properties
E_LUMO = 0.78 eV
E_HOMO = -7.63 eV
SMILES = C=C[C@@H](N)[C@@]1(N)CO1
HOMO-LUMO gap = 0.309 Ha
ΔE to the lowest compared entry with this formula, charge and spin = 89.4 kcal/mol

Element x y z (Å)
C 1.76984 0.49835 1.68354
C 1.21924 -0.15045 0.62370
C 0.27396 0.59855 -0.34189
N 0.78216 0.51740 -1.70517
C -1.00496 -0.18790 -0.23105
N -2.18633 0.40676 -0.54257
C -0.86987 -1.63427 -0.00415
O -0.51770 -1.03473 1.22720
H 1.22413 1.26672 2.21263
H 2.68164 0.14330 2.13787
H 1.81025 -0.90758 0.11673
H 0.09709 1.62006 0.03185
H 0.16319 1.02269 -2.33070
H 1.71259 0.92651 -1.72781
H -2.27511 1.39455 -0.34199
H -3.02220 -0.12251 -0.32612
H -1.80258 -2.20010 0.02602
H -0.05535 -2.15736 -0.50808

Atomic forces in eV per Å
C -0.3 -0.9 -0.9
C 2.3 3.3 -0.2
C -0.1 -1.3 0.7
N 0.0 0.2 0.1
C 0.7 -1.2 0.4
N -0.2 -0.1 0.8
C 0.1 0.7 0.0
O -2.4 -0.2 -0.5
H 0.1 0.4 -0.2
H -0.1 -0.2 0.2
H -0.3 -0.4 0.2
H 0.1 -0.1 0.0
H 0.3 0.1 -0.1
H -0.2 0.0 -0.2
H 0.0 -0.1 0.1
H 0.1 0.1 -0.2
H 0.0 -0.1 -0.2
H -0.1 -0.1 -0.1

=====

Here is a gas-phase ion, C23H33F2N2OSi (charge +1) from OMol25. Energies are from ωB97M-V/def2-TZVPD.

Properties
E_LUMO = -4.26 eV
E_HOMO = -10.70 eV
SMILES = C#Cn1c(C(F)(F)CC[Si](C)(C)c2ccccc2)[nH+]c(CCCO)c1CC(C)C
net charge = +1
HOMO-LUMO gap = 0.237 Ha

Element x y z (Å)
C 1.01313 0.94120 5.01268
C 1.09047 0.72534 3.70598
N 1.53452 0.47894 2.32720
C 1.19712 -0.67366 1.49048
C 0.25634 -1.94850 1.76800
F 1.14004 -3.12732 1.74851
F -0.35791 -1.95026 3.08642
C -0.88535 -2.21254 0.66005
C -1.61383 -0.88349 0.09585
Si -2.54264 -1.22906 -1.58822
C -1.38286 -2.33026 -2.69216
C -2.69327 0.45757 -2.55610
C -4.29776 -1.95498 -1.35004
C -5.17474 -2.15586 -2.68407
C -6.63402 -2.73628 -2.52632
C -7.20878 -3.12594 -1.08196
C -6.30936 -2.89850 0.22055
C -4.83189 -2.30040 0.09641
N 1.78230 -0.70765 0.12939
C 2.56122 0.54120 0.03620
C 3.41363 1.12168 -1.20618
C 4.98454 0.98397 -0.80560
C 5.46399 -0.52169 -1.14597
O 6.93422 -0.53519 -1.25127
C 2.40554 1.27876 1.42271
C 3.07775 2.70634 1.74341
C 1.96211 3.87818 1.46720
C 0.90824 3.51526 0.29447
C 1.05455 4.17949 2.80637
H 1.09611 1.06114 6.16716
H -0.44526 -2.90935 -0.14663
H -1.71712 -2.83775 1.19476
H -2.35243 -0.51189 0.92243
H -0.91281 0.00347 -0.12654
H -1.49951 -3.44688 -2.43481
H -0.29585 -2.03739 -2.36682
H -1.49814 -2.08432 -3.81498
H -3.18957 1.28898 -1.93551
H -1.63702 0.79747 -2.93002
H -3.28446 0.18921 -3.52690
H -4.71100 -1.84517 -3.70610
H -7.25623 -2.85757 -3.49350
H -8.27277 -3.56639 -1.00218
H -6.71582 -3.16290 1.26875
H -4.18577 -2.11624 1.04580
H 1.63437 -1.44056 -0.59430
H 3.14140 0.55136 -2.18239
H 3.20162 2.24105 -1.41557
H 5.61218 1.80164 -1.34665
H 5.09004 1.17388 0.34072
H 5.11296 -1.21189 -0.26792
H 4.98066 -0.91992 -2.12357
H 7.22974 -1.27001 -0.65856
H 3.33246 2.72770 2.86578
H 3.98684 2.93450 1.07233
H 2.50269 4.85642 1.12411
H 0.44020 4.51448 -0.09250
H 0.00078 2.87468 0.65740
H 1.36237 2.99856 -0.62769
H 1.69110 4.40593 3.73744
H 0.35814 3.27249 2.94615
H 0.35812 5.07496 2.52082

Atomic forces in eV per Å
C 1.2 -1.4 -7.4
C 0.9 0.9 6.4
N 0.2 -1.9 -3.8
C 0.0 -0.9 -1.1
C -0.4 -1.6 1.0
F -1.7 2.7 0.2
F 1.8 0.5 -3.1
C -0.4 0.1 0.6
C -0.1 -0.1 1.0
Si -0.1 0.7 -0.7
C 0.9 0.0 0.5
C 0.5 -0.2 -0.7
C -3.1 -1.3 0.5
C -1.8 -1.1 4.2
C 2.5 0.7 2.6
C 3.9 1.6 -0.3
C 1.3 0.8 -3.4
C -2.9 -0.8 -3.6
N 0.3 4.6 5.3
C -1.3 1.3 3.6
C 0.1 -0.3 0.7
C -0.2 -0.3 -0.1
C 0.1 0.3 0.6
O -1.7 -1.1 1.0
C 0.9 -1.3 -3.1
C -1.7 -0.1 0.1
C -0.8 0.3 0.2
C -0.6 0.7 -0.4
C 0.0 0.2 -1.5
H -0.5 -0.2 -2.8
H -0.5 1.3 1.2
H 1.8 1.0 -0.8
H 1.3 -0.6 -1.5
H -0.8 -1.4 0.4
H 0.1 1.7 -0.8
H -1.7 -0.5 -0.8
H 0.2 -0.7 1.8
H 0.6 -1.2 -1.2
H -1.9 -0.5 0.8
H 0.8 0.8 1.8
H -1.1 -0.7 2.0
H 1.0 0.1 2.0
H 2.1 0.9 -0.1
H 0.7 0.5 -2.1
H -1.3 -0.4 -1.9
H 0.0 0.7 1.0
H 0.5 0.8 1.8
H 0.0 -2.0 0.7
H -1.1 -1.7 0.7
H -0.1 -0.4 -2.1
H 0.6 1.2 -1.6
H 0.9 0.8 1.5
H -0.2 1.0 -0.9
H -0.1 0.0 -1.8
H -1.4 -0.9 1.2
H -0.8 -1.9 0.8
H 0.9 -1.8 0.7
H 1.8 1.0 -0.5
H -0.6 0.8 1.5
H -1.1 -0.4 -1.5
H 1.2 1.4 0.1
H 1.4 -1.5 0.8

=====

Here is a molecular structure, C45H56BrI2N4O2SSbTi from OMol25. Energies are from ωB97M-V/def2-TZVPD.

Properties
E_LUMO (alpha / beta) = 3.43 / 3.43 eV
E_HOMO (alpha / beta) = -0.45 / -2.53 eV
spin multiplicity = 3
net charge = -2
expectation value of S² = 2.03
HOMO-LUMO gap (alpha / beta) = 0.143 / 0.219 Ha
ΔE to the lowest compared entry with this formula, charge and spin = 0.0 kcal/mol

Element x y z (Å)
Ti 1.69788 -1.13506 -0.45058
C -0.57145 -3.81486 1.34891
C -0.50376 -4.24928 -0.08630
C -1.61508 -4.86130 -0.65556
C -1.59640 -5.30829 -1.96509
C -0.43456 -5.17564 -2.70478
C 0.69633 -4.57094 -2.16640
C 1.93826 -4.50992 -3.01010
C 0.64446 -4.05920 -0.86261
N 1.73320 -3.28118 -0.35588
C 2.82385 -3.94961 0.03775
O 3.00869 -5.16598 0.10581
C 3.94973 -3.00624 0.39254
C 5.14049 -3.41139 0.96655
C 6.09378 -2.44156 1.24863
C 5.83326 -1.10946 0.95787
C 4.61204 -0.79140 0.38835
N 3.71698 -1.72922 0.11271
C 4.19348 0.62859 0.09042
O 5.03637 1.52068 0.21898
N 2.90632 0.73930 -0.28918
C 2.48019 2.10343 -0.43572
C 2.21978 2.63932 -1.70359
C 2.34170 1.81652 -2.95175
C 1.85201 3.97790 -1.82341
C 1.75656 4.79927 -0.71693
C 2.01639 4.26579 0.53428
C 2.36576 2.92986 0.69672
C 2.60729 2.41617 2.08764
H -0.93667 -4.63269 1.97463
H -1.25180 -2.96857 1.46520
H 0.40070 -3.50455 1.72128
H -2.50936 -4.97649 -0.05143
H -2.47931 -5.75696 -2.40585
H -0.39666 -5.53022 -3.72984
H 1.71234 -4.10698 -3.99834
H 2.35098 -5.51514 -3.12990
H 2.70609 -3.88908 -2.55982
H 5.28091 -4.46206 1.17737
H 7.03535 -2.72262 1.70547
H 6.52922 -0.30941 1.16560
H 1.56087 1.05882 -3.00662
H 3.29723 1.29457 -2.99063
H 2.26343 2.45496 -3.83305
H 1.64884 4.37206 -2.81349
H 1.47651 5.84092 -0.82482
H 1.94974 4.89544 1.41518
H 2.61791 3.24765 2.79506
H 3.55634 1.88888 2.16924
H 1.82434 1.71714 2.38480
C 3.93830 -1.39306 -2.91983
C 2.53753 -1.38357 -3.44934
C 2.33920 -1.53417 -4.80248
C 1.06336 -1.64285 -5.34642
C -0.04748 -1.56871 -4.46322
C -1.37069 -1.70844 -4.91716
C -2.43505 -1.61483 -4.04339
C -2.20131 -1.34844 -2.70087
C -0.90400 -1.18725 -2.21877
S -0.64314 -0.78328 -0.52814
C 0.19842 -1.33928 -3.08156
N 1.49356 -1.26372 -2.55063
H 4.64390 -1.33321 -3.74944
H 4.15001 -2.31117 -2.36399
H 4.12680 -0.55773 -2.24593
H 3.21342 -1.60318 -5.44018
H 0.90446 -1.78348 -6.40841
H -1.53495 -1.90001 -5.97258
H -3.45066 -1.74469 -4.40044
H -3.02639 -1.27019 -2.00294
I -0.25125 -1.71561 4.41878
I -1.93843 -2.41333 6.53934
Br 1.62434 -1.01028 2.37632
C -1.27994 2.55027 4.72355
C -1.93857 3.21621 3.51195
C -3.24418 3.87514 3.94117
C -0.97418 4.28085 2.99197
Sb -2.02776 1.61775 1.97054
C -3.91811 0.58341 2.49266
C -3.90016 -0.69867 1.65538
C -5.21474 1.34725 2.24329
C -3.86133 0.17966 3.96501
C -2.63403 2.74412 0.15803
C -1.31563 3.18395 -0.47971
C -3.52512 3.96127 0.38480
C -3.32201 1.79254 -0.82097
H -1.10329 3.30135 5.50637
H -0.31566 2.10852 4.46017
H -1.89308 1.75766 5.15553
H -3.03161 4.66041 4.68198
H -3.92510 3.16544 4.41204
H -3.76865 4.34338 3.10718
H -0.72273 4.97806 3.80423
H -1.39426 4.86639 2.17314
H -0.04070 3.83873 2.63714
H -3.89828 -0.50164 0.58241
H -4.78657 -1.30418 1.88954
H -3.01489 -1.30054 1.87498
H -5.37083 1.57193 1.18832
H -5.25471 2.28560 2.79845
H -6.06336 0.73099 2.57410
H -2.93498 -0.34094 4.21357
H -4.68820 -0.50866 4.18553
H -3.96206 1.03359 4.63678
H -0.73802 3.85496 0.15740
H -1.51972 3.71307 -1.42074
H -0.68261 2.32398 -0.71270
H -3.03534 4.72730 0.98676
H -4.46988 3.70315 0.86582
H -3.76147 4.41631 -0.58785
H -2.72210 0.89900 -0.99982
H -3.44079 2.30359 -1.78621
H -4.31584 1.48730 -0.48982

Atomic forces in eV per Å
Ti 0.2 -0.1 -0.1
C 0.0 0.0 0.0
C 0.0 0.0 0.0
C 0.0 0.0 0.0
C 0.0 0.0 0.0
C 0.0 0.0 0.0
C 0.0 0.0 0.0
C 0.0 0.0 0.0
C 0.0 0.0 -0.1
N 0.0 0.0 0.0
C 0.0 0.0 0.0
O 0.0 0.0 0.0
C 0.0 -0.1 0.0
C 0.0 0.0 0.0
C 0.0 0.0 0.0
C 0.0 0.0 0.0
C 0.0 0.1 0.1
N -0.1 0.0 0.0
C 0.0 -0.1 -0.1
O 0.0 0.0 0.0
N -0.1 0.0 0.0
C 0.0 0.0 0.0
C 0.0 0.0 0.0
C 0.0 0.0 0.0
C 0.0 0.0 0.0
C 0.0 0.0 0.0
C 0.0 0.0 0.0
C 0.0 0.0 0.0
C -0.1 0.0 0.0
H 0.0 0.0 0.0
H 0.0 0.0 0.0
H 0.0 0.0 0.0
H 0.0 0.0 0.0
H 0.0 0.0 0.0
H 0.0 0.0 0.0
H 0.0 0.0 0.0
H 0.0 0.0 0.0
H 0.0 0.0 0.0
H 0.0 0.0 0.0
H 0.0 0.0 0.0
H 0.0 0.0 0.0
H 0.0 0.0 0.0
H 0.0 0.0 0.0
H 0.0 0.0 0.0
H 0.0 0.0 0.0
H 0.0 0.0 0.0
H 0.0 0.0 0.0
H 0.0 0.0 0.0
H 0.0 0.0 0.0
H 0.0 0.0 0.0
C 0.0 0.0 0.0
C 0.0 0.0 0.0
C 0.0 0.0 0.0
C 0.0 0.0 0.0
C 0.0 0.0 0.0
C 0.0 0.0 0.0
C 0.0 0.0 0.0
C 0.0 0.0 0.0
C 0.0 0.0 0.0
S 0.0 0.0 -0.1
C 0.0 0.0 0.0
N 0.0 0.0 0.0
H 0.0 0.0 0.0
H 0.0 0.0 0.0
H 0.0 0.0 0.0
H 0.0 0.0 0.0
H 0.0 0.0 0.0
H 0.0 0.0 0.0
H 0.0 0.0 0.0
H 0.0 0.0 0.0
I 0.1 0.0 -0.1
I 0.0 0.0 0.0
Br -0.1 0.0 0.1
C 0.0 0.0 0.0
C 0.0 0.0 0.0
C 0.0 0.0 0.0
C 0.0 0.0 0.0
Sb -0.1 0.0 0.0
C 0.0 0.0 0.0
C 0.0 0.0 0.0
C 0.0 0.0 0.0
C 0.0 0.0 0.0
C 0.0 0.0 0.0
C 0.0 0.0 0.0
C 0.0 0.0 0.0
C 0.0 0.0 0.0
H 0.0 0.0 0.0
H 0.0 0.0 0.0
H 0.0 0.0 0.0
H 0.0 0.0 0.0
H 0.0 0.0 0.0
H 0.0 0.0 0.0
H 0.0 0.0 0.0
H 0.0 0.0 0.0
H 0.0 0.0 0.0
H 0.0 0.0 0.0
H 0.0 0.0 0.0
H 0.0 0.0 0.0
H 0.0 0.0 0.0
H 0.0 0.0 0.0
H 0.0 0.0 0.0
H 0.0 0.0 0.0
H 0.0 0.0 0.0
H 0.0 0.0 0.0
H 0.0 0.0 0.0
H 0.0 0.0 0.0
H 0.0 0.0 0.0
H 0.0 0.0 0.0
H 0.0 0.0 0.0
H 0.0 0.0 0.0
H 0.0 0.0 0.0
H 0.0 0.0 0.0
H 0.0 0.0 0.0

=====

Here is C17H17NO5S in the gas phase from OMol25. Energies are from ωB97M-V/def2-TZVPD.

Properties
E_LUMO = 0.51 eV
E_HOMO = -8.33 eV
HOMO-LUMO gap = 0.325 Ha
ΔE to the lowest compared entry with this formula, charge and spin = 27.6 kcal/mol

Element x y z (Å)
C 1.39951 -0.65502 4.72973
H 1.82792 0.25106 5.15688
H 2.13560 -1.46145 4.72737
H 0.52254 -0.95822 5.30439
O 1.00116 -0.36001 3.40027
C 1.36257 -1.22292 2.44252
O 1.98339 -2.24241 2.64645
C 0.88648 -0.82687 1.11941
C 0.80726 -1.70039 0.05452
N 0.25367 -1.05274 -0.99781
C -0.06691 0.23321 -0.64965
C 0.33190 0.40995 0.66579
C 0.30136 1.66221 1.44334
O -0.64779 2.39377 1.57543
O 1.50184 1.91043 1.98388
C 1.58323 3.06202 2.80737
H 1.24478 3.94510 2.26054
H 0.95657 2.93602 3.69283
H 2.62827 3.16295 3.08926
C -0.66186 1.16956 -1.59624
C -1.70712 1.99784 -1.19844
C -2.28532 2.89601 -2.08448
C -1.81283 2.95200 -3.38974
C -0.77350 2.13312 -3.79639
C -0.19670 1.24484 -2.90931
H 0.63573 0.63410 -3.22623
H -0.40584 2.19227 -4.81050
H -2.25577 3.64463 -4.09085
C -3.41413 3.76940 -1.63176
H -3.25953 4.08478 -0.60283
H -3.50746 4.64782 -2.26576
H -4.35280 3.21646 -1.67537
H -2.06367 1.94324 -0.18261
C -0.00640 -1.82369 -2.16673
H 0.80117 -1.76215 -2.90107
H -0.96219 -1.57061 -2.62500
S -0.05741 -3.61216 -1.56238
O -1.37482 -3.80430 -0.97938
C 1.08534 -3.12973 -0.16936
H 2.10533 -3.31183 -0.50895
H 0.88238 -3.73784 0.70903

Atomic forces in eV per Å
C 0.2 -0.3 0.3
H 0.0 0.0 0.0
H -0.1 0.1 0.1
H 0.1 0.0 0.0
O -0.2 0.1 -0.2
C 0.1 -0.3 0.0
O 0.0 0.0 0.0
C -0.1 -0.1 -0.5
C 0.2 0.3 0.7
N 0.1 0.1 0.5
C 0.1 0.4 0.6
C -0.1 -0.4 -0.3
C 0.0 0.2 -0.1
O 0.0 0.0 0.1
O 0.2 -0.1 -0.3
C -0.2 0.3 0.1
H 0.1 -0.1 0.1
H 0.0 0.0 0.0
H 0.0 0.0 0.0
C -0.1 0.1 -0.2
C 0.0 -0.1 -0.1
C 0.1 0.0 -0.1
C 0.0 0.0 0.1
C 0.0 0.0 -0.1
C 0.0 0.0 0.1
H 0.1 -0.1 0.0
H 0.0 0.0 -0.1
H 0.0 0.1 -0.1
C -0.1 -0.1 0.0
H 0.0 0.1 0.1
H 0.0 0.1 0.0
H -0.1 0.0 0.0
H 0.0 0.0 0.1
C 0.1 -0.9 -0.3
H 0.0 0.1 0.0
H 0.0 -0.2 0.0
S 1.2 0.9 -0.3
O -1.2 -0.3 0.5
C -0.2 -0.1 -0.5
H 0.1 0.0 0.0
H -0.1 -0.1 -0.1